C5H12O2 | the ωB97M-V functional and the def2-TZVPD basis

SMILES	CC/C=C\O.CO
largest force on an atom	0.595	eV/Å
HOMO level	-8.40	eV
energy above the lowest of the compared OMol25 structures with the same formula, charge and spin	224.6	kJ/mol

CARTESIAN COORDINATES (ANGSTROEM)
C (2.263, 0.030, 1.152)
C (0.868, 0.630, 1.333)
C (0.090, 1.005, 0.105)
C (-1.233, 0.981, 0.012)
O (-2.011, 0.271, 0.913)
H (2.234, -1.019, 0.843)
H (2.843, 0.584, 0.405)
H (2.811, 0.091, 2.101)
H (0.261, 0.009, 2.001)
H (0.983, 1.594, 1.846)
H (0.645, 1.435, -0.725)
H (-1.762, 1.501, -0.782)
H (-2.804, -0.046, 0.463)
C (-0.977, -1.121, -1.943)
O (-0.050, -1.392, -0.907)
H (-1.485, -2.042, -2.231)
H (-1.763, -0.374, -1.746)
H (-0.400, -0.723, -2.781)
H (-0.513, -1.415, -0.057)

These are the Mulliken partial charges, in e, on atoms 1 to 8: atom 1 (C): -1.103, atom 2 (C): -0.160, atom 3 (C): -0.155, atom 4 (C): -0.814, atom 5 (O): -0.519, atom 6 (H): 0.246, atom 7 (H): 0.290, atom 8 (H): 0.357

---

C9H18N2O3S | the ωB97M-V functional and the def2-TZVPD basis

SMILES	CC(C)C[C@H](NC(=O)[C@@H](N)CS)C(=O)O
largest force on an atom	5.411	eV/Å
HOMO level	-9.45	eV
energy above the lowest of the compared OMol25 structures with the same formula, charge and spin	614.4	kJ/mol

CARTESIAN COORDINATES (ANGSTROEM)
C (-0.995, -1.626, -3.266)
C (-0.874, -1.096, -1.729)
C (-2.015, -1.574, -0.916)
C (-0.652, 0.510, -1.728)
C (-0.981, 1.294, -0.493)
N (-0.087, 0.859, 0.607)
C (0.937, 1.488, 1.319)
O (1.296, 2.745, 1.329)
C (1.672, 0.523, 2.194)
N (1.394, -0.859, 1.962)
C (3.173, 0.789, 2.271)
S (3.928, 0.706, 0.619)
C (-2.348, 1.102, 0.155)
O (-3.356, 1.483, -0.311)
O (-2.301, 0.682, 1.448)
H (-0.319, -0.581, -3.721)
H (-2.267, -1.605, -3.414)
H (-0.339, -2.693, -3.435)
H (0.031, -1.449, -1.267)
H (-1.968, -1.254, 0.129)
H (-2.991, -1.166, -1.216)
H (-2.226, -2.795, -0.960)
H (0.452, 0.647, -1.989)
H (-1.305, 0.923, -2.781)
H (-0.774, 2.314, -0.473)
H (0.057, -0.146, 1.050)
H (1.182, 0.632, 3.241)
H (2.039, -1.344, 2.663)
H (1.756, -0.912, 0.971)
H (3.360, 1.837, 2.538)
H (3.673, 0.162, 3.072)
H (4.071, -0.884, 0.400)
H (-3.222, 1.287, 1.731)

These are the Mulliken partial charges, in e, on atoms 1 to 8: atom 1 (C): -0.896, atom 2 (C): 0.788, atom 3 (C): -1.441, atom 4 (C): -1.071, atom 5 (C): -0.324, atom 6 (N): -0.031, atom 7 (C): -0.284, atom 8 (O): -0.760

---

C3H5N3O | the ωB97M-V functional and the def2-TZVPD basis

largest force on an atom	5.985	eV/Å
HOMO level	-7.94	eV
energy above the lowest of the compared OMol25 structures with the same formula, charge and spin	669.9	kJ/mol

CARTESIAN COORDINATES (ANGSTROEM)
C (-0.958, 0.833, -0.092)
C (-1.763, -0.354, 0.094)
C (0.140, -1.185, 0.072)
H (1.591, 1.866, -0.242)
H (1.243, 0.773, 1.597)
H (-1.086, 1.884, -0.626)
H (-2.728, -0.322, -0.172)
H (1.869, -1.114, -0.928)
N (1.410, 0.839, 0.295)
N (0.196, 0.210, -0.197)
N (-1.211, -1.534, 0.285)
O (1.296, -1.896, -0.086)

These are the Mulliken partial charges, in e, on atoms 1 to 8: atom 1 (C): -0.231, atom 2 (C): -0.338, atom 3 (C): 0.478, atom 4 (H): 0.279, atom 5 (H): 0.313, atom 6 (H): 0.224, atom 7 (H): 0.468, atom 8 (H): 0.457

---

C32H48IN6PtSi2 | the ωB97M-V functional and the def2-TZVPD basis

largest force on an atom	1.398	eV/Å
2S+1	5
total charge	+1
HOMO level (spin up / spin down)	-8.22 / -10.71	eV
energy above the lowest of the compared OMol25 structures with the same formula, charge and spin	44.2	kJ/mol

CARTESIAN COORDINATES (ANGSTROEM)
Pt (-0.449, 0.664, 0.270)
I (2.268, -0.251, -0.352)
C (2.800, 1.776, -0.274)
C (4.161, 2.073, -0.182)
C (4.585, 3.381, -0.031)
C (3.644, 4.396, 0.034)
C (2.273, 4.124, -0.080)
C (1.349, 5.189, -0.093)
C (0.003, 4.935, -0.297)
C (-0.445, 3.634, -0.445)
C (0.412, 2.515, -0.329)
C (1.812, 2.775, -0.219)
H (4.884, 1.269, -0.226)
H (5.641, 3.604, 0.043)
H (3.948, 5.426, 0.174)
H (1.708, 6.206, 0.013)
H (-0.698, 5.757, -0.366)
H (-1.497, 3.495, -0.631)
C (1.543, -0.161, 3.302)
Si (-0.129, 0.506, 2.664)
C (-0.496, 2.010, 3.767)
C (-1.477, -0.826, 2.970)
C (-1.797, -1.068, 4.309)
C (-2.791, -1.967, 4.663)
C (-3.495, -2.633, 3.672)
C (-3.195, -2.401, 2.338)
C (-2.185, -1.510, 1.969)
Si (-1.927, -1.361, 0.053)
C (-3.635, -1.102, -0.766)
C (-1.632, -3.150, -0.545)
H (1.396, -0.781, 4.190)
H (2.186, 0.678, 3.581)
H (2.079, -0.753, 2.561)
H (-0.145, 1.824, 4.784)
H (-1.564, 2.230, 3.807)
H (0.021, 2.899, 3.396)
H (-1.260, -0.537, 5.089)
H (-3.020, -2.138, 5.708)
H (-4.279, -3.332, 3.935)
H (-3.765, -2.922, 1.577)
H (-4.169, -2.054, -0.765)
H (-3.530, -0.788, -1.807)
H (-4.245, -0.363, -0.248)
H (-2.430, -3.767, -0.124)
H (-0.686, -3.574, -0.236)
H (-1.701, -3.217, -1.634)
C (-4.218, 2.132, -3.656)
C (-2.717, 1.957, -3.534)
N (-2.404, 1.590, -2.167)
C (-3.118, 1.952, -1.066)
N (-2.672, 1.625, 0.126)
C (-3.438, 1.934, 1.321)
C (-4.903, 2.213, 1.031)
C (-4.985, 3.188, -0.126)
N (-4.285, 2.631, -1.271)
C (-4.651, 3.122, -2.591)
H (-4.719, 1.177, -3.488)
H (-4.485, 2.496, -4.647)
H (-2.211, 2.887, -3.820)
H (-2.357, 1.168, -4.194)
H (-1.511, 1.166, -1.954)
H (-2.987, 2.799, 1.826)
H (-3.347, 1.085, 2.003)
H (-5.398, 2.623, 1.911)
H (-5.412, 1.287, 0.756)
H (-4.550, 4.154, 0.163)
H (-6.022, 3.361, -0.415)
H (-4.186, 4.097, -2.788)
H (-5.732, 3.264, -2.612)
C (1.632, -3.400, -2.249)
N (2.031, -4.287, -1.173)
C (2.961, -5.328, -1.574)
C (1.877, -3.910, 0.128)
N (1.594, -2.681, 0.431)
N (2.016, -4.909, 1.072)
C (1.337, -6.187, 0.871)
C (2.067, -4.513, 2.468)
H (1.248, -4.005, -3.072)
H (2.473, -2.804, -2.616)
H (0.852, -2.729, -1.901)
H (3.780, -4.889, -2.152)
H (2.463, -6.068, -2.204)
H (3.387, -5.822, -0.706)
H (1.346, -2.544, 1.404)
H (1.134, -6.359, -0.181)
H (0.382, -6.197, 1.409)
H (1.954, -7.001, 1.254)
H (2.775, -3.698, 2.605)
H (2.404, -5.368, 3.051)
H (1.083, -4.207, 2.849)

These are the Mulliken partial charges, in e, on atoms 1 to 8: atom 1 (Pt): 1.824, atom 2 (I): 0.147, atom 3 (C): 1.027, atom 4 (C): -0.609, atom 5 (C): -0.809, atom 6 (C): -0.670, atom 7 (C): 0.835, atom 8 (C): -0.937

---

C39H55BEuF5N10O3S5 | the ωB97M-V functional and the def2-TZVPD basis

largest force on an atom	1.033	eV/Å
2S+1	8
total charge	+1
HOMO level (spin up / spin down)	-8.28 / -8.71	eV
energy above the lowest of the compared OMol25 structures with the same formula, charge and spin	61.7	kJ/mol

CARTESIAN COORDINATES (ANGSTROEM)
Eu (-0.437, 0.520, 2.451)
C (-1.314, -4.838, 2.552)
C (-1.268, -4.147, 1.229)
C (-2.017, -4.551, 0.168)
C (-1.903, -3.891, -1.089)
N (-1.046, -2.938, -1.260)
N (-0.302, -2.518, -0.222)
B (0.662, -1.445, -0.672)
N (0.095, -0.349, -1.561)
N (0.949, 0.048, -2.522)
C (0.582, 0.960, -3.370)
C (-0.744, 1.471, -3.359)
C (-1.610, 1.101, -2.382)
C (-3.009, 1.608, -2.296)
C (-1.124, 0.214, -1.363)
S (-2.016, -0.057, 0.048)
C (1.593, 1.439, -4.394)
C (1.161, 0.951, -5.786)
C (1.646, 2.973, -4.377)
C (2.987, 0.896, -4.079)
N (1.933, -1.133, 0.070)
N (2.069, -1.920, -1.008)
C (3.173, -2.504, -1.360)
C (4.288, -2.211, -0.524)
C (4.206, -1.364, 0.545)
C (5.381, -1.077, 1.406)
C (2.932, -0.749, 0.880)
S (2.686, 0.265, 2.174)
C (3.224, -3.450, -2.535)
C (4.403, -3.064, -3.440)
C (1.913, -3.386, -3.319)
C (3.427, -4.867, -1.973)
C (-0.392, -3.015, 1.043)
S (0.474, -2.329, 2.324)
C (-2.754, -4.305, -2.278)
C (-2.292, -5.695, -2.740)
C (-4.228, -4.354, -1.854)
C (-2.605, -3.301, -3.424)
H (-2.195, -5.473, 2.633)
H (-1.280, -4.123, 3.371)
H (-0.422, -5.460, 2.663)
H (-2.694, -5.388, 0.273)
H (-1.056, 2.166, -4.128)
H (-3.251, 2.229, -3.156)
H (-3.146, 2.177, -1.375)
H (-3.703, 0.768, -2.241)
H (0.201, 1.378, -6.080)
H (1.076, -0.137, -5.809)
H (1.908, 1.255, -6.520)
H (0.698, 3.420, -4.680)
H (2.411, 3.312, -5.077)
H (1.906, 3.341, -3.383)
H (2.989, -0.191, -4.116)
H (3.314, 1.208, -3.087)
H (3.700, 1.271, -4.814)
H (5.233, -2.687, -0.744)
H (6.255, -1.639, 1.083)
H (5.146, -1.321, 2.444)
H (5.611, -0.010, 1.394)
H (4.324, -2.026, -3.758)
H (4.405, -3.694, -4.330)
H (5.362, -3.195, -2.939)
H (1.718, -2.372, -3.674)
H (1.067, -3.700, -2.704)
H (1.970, -4.048, -4.183)
H (4.349, -4.946, -1.396)
H (3.481, -5.583, -2.794)
H (2.592, -5.146, -1.328)
H (-2.409, -6.438, -1.949)
H (-1.244, -5.672, -3.041)
H (-2.890, -6.014, -3.595)
H (-4.408, -5.083, -1.064)
H (-4.844, -4.637, -2.709)
H (-4.557, -3.372, -1.507)
H (-1.572, -3.241, -3.764)
H (-2.915, -2.307, -3.096)
H (-3.235, -3.604, -4.262)
F (3.148, 3.971, 7.384)
C (2.401, 3.002, 6.850)
C (1.879, 3.138, 5.580)
F (2.102, 4.250, 4.863)
C (1.121, 2.116, 5.047)
F (0.649, 2.310, 3.781)
C (0.835, 0.926, 5.709)
S (-0.086, -0.365, 5.018)
C (1.371, 0.832, 7.004)
F (1.144, -0.263, 7.724)
C (2.138, 1.837, 7.561)
F (2.639, 1.701, 8.790)
C (-3.762, 2.773, 5.399)
O (-4.072, 1.437, 4.980)
C (-3.222, 0.890, 4.135)
O (-2.239, 1.444, 3.673)
N (-3.577, -0.374, 3.806)
N (-2.719, -1.126, 3.000)
H (-4.639, 3.125, 5.932)
H (-3.554, 3.402, 4.535)
H (-2.897, 2.763, 6.060)
H (-4.368, -0.798, 4.260)
H (-3.221, -1.452, 2.183)
H (-2.378, -1.926, 3.521)
S (-1.886, 3.439, 1.449)
C (-1.806, 5.121, 1.219)
N (-2.789, 5.742, 0.555)
C (-2.802, 7.165, 0.229)
C (-1.372, 7.677, 0.202)
C (-0.695, 7.300, 1.509)
N (-0.795, 5.854, 1.693)
H (-3.545, 5.157, 0.247)
H (-3.387, 7.720, 0.968)
H (-3.279, 7.289, -0.742)
H (-1.361, 8.758, 0.071)
H (-0.834, 7.222, -0.632)
H (-1.174, 7.825, 2.341)
H (0.359, 7.572, 1.497)
H (-0.131, 5.393, 2.291)
O (0.664, 2.006, 0.628)
H (-0.003, 2.725, 0.672)
H (1.525, 2.414, 0.745)

These are the Mulliken partial charges, in e, on atoms 1 to 8: atom 1 (Eu): 0.621, atom 2 (C): -1.764, atom 3 (C): -0.060, atom 4 (C): -0.669, atom 5 (C): 0.113, atom 6 (N): -0.208, atom 7 (N): 0.863, atom 8 (B): -1.050

---

C15H22AlF5O3PSi | the ωB97M-V functional and the def2-TZVPD basis

largest force on an atom	1.677	eV/Å
total charge	-1
HOMO level	-5.43	eV

CARTESIAN COORDINATES (ANGSTROEM)
C (1.049, -0.424, 2.410)
Si (1.695, 1.171, 1.631)
C (3.136, 1.752, 2.728)
C (0.380, 2.524, 1.454)
C (-1.097, 2.092, 1.682)
C (-1.968, 2.015, 0.432)
F (-3.294, 2.164, 0.867)
F (-1.682, 3.105, -0.402)
Al (-1.841, 0.305, -0.688)
C (-2.595, -1.340, 0.255)
C (-1.647, -2.512, -0.077)
C (-2.173, -3.879, 0.338)
F (-3.470, -4.027, 0.699)
C (-1.352, -4.942, 0.333)
F (-1.173, -5.808, 1.331)
F (-0.570, -5.159, -0.727)
P (-2.945, 0.596, -2.765)
O (-2.856, -0.711, -3.477)
O (-4.483, 1.154, -2.661)
O (-2.168, 1.700, -3.713)
C (2.383, 0.714, -0.081)
C (2.066, 1.363, -1.254)
C (2.570, 0.961, -2.470)
C (3.412, -0.118, -2.489)
C (3.785, -0.775, -1.342)
C (3.267, -0.351, -0.141)
H (0.800, -0.249, 3.466)
H (1.792, -1.221, 2.325)
H (0.112, -0.739, 1.935)
H (3.972, 1.048, 2.638)
H (2.812, 1.711, 3.776)
H (3.474, 2.759, 2.465)
H (0.529, 3.058, 0.512)
H (0.606, 3.261, 2.238)
H (-1.217, 1.150, 2.226)
H (-1.549, 2.870, 2.320)
H (-0.319, -0.027, -1.024)
H (-3.558, -1.548, -0.233)
H (-2.771, -1.190, 1.327)
H (-0.674, -2.338, 0.386)
H (-1.528, -2.521, -1.171)
H (-5.037, 0.417, -2.378)
H (-1.358, 1.266, -4.004)
H (1.371, 2.199, -1.249)
H (2.298, 1.464, -3.391)
H (3.792, -0.465, -3.449)
H (4.470, -1.616, -1.367)
H (3.552, -0.859, 0.778)

These are the Mulliken partial charges, in e, on atoms 1 to 8: atom 1 (C): -0.736, atom 2 (Si): 0.019, atom 3 (C): -1.163, atom 4 (C): -0.635, atom 5 (C): -0.903, atom 6 (C): 0.754, atom 7 (F): -0.343, atom 8 (F): -0.337

---

C15H31ClP2Pd | the ωB97M-V functional and the def2-TZVPD basis

largest force on an atom	5.487	eV/Å
2S+1	5
total charge	+2
HOMO level (spin up / spin down)	-10.41 / -15.70	eV

CARTESIAN COORDINATES (ANGSTROEM)
P (1.540, 2.134, 1.026)
P (-2.741, 0.601, 1.581)
C (0.223, 1.093, 0.270)
C (-1.361, 1.163, 0.425)
H (0.750, 0.114, -0.094)
H (0.345, 1.525, -0.760)
H (-1.597, 2.206, 0.604)
H (-1.706, 0.890, -0.598)
C (-3.108, -1.114, 2.045)
H (-3.829, -1.031, 2.894)
H (-2.176, -1.647, 2.342)
H (-3.613, -1.590, 1.179)
C (-4.162, 1.236, 0.717)
H (-4.683, 0.388, 0.271)
H (-3.835, 1.948, -0.044)
H (-4.727, 1.741, 1.502)
C (3.065, 1.172, 1.294)
H (3.722, 1.838, 1.879)
H (3.608, 1.003, 0.340)
H (2.946, 0.208, 1.827)
C (2.056, 3.164, -0.356)
H (1.203, 3.566, -0.864)
H (2.682, 2.635, -1.045)
H (2.637, 3.950, 0.122)
Pd (0.434, -1.431, 0.748)
C (-1.037, -1.550, -1.537)
C (-0.856, -2.394, -0.448)
C (0.225, -3.472, -0.358)
C (1.626, -3.151, -0.953)
C (1.937, -1.670, -0.854)
C (1.766, -0.723, -1.844)
C (0.958, -0.897, -3.057)
C (-0.361, -1.697, -2.847)
C (1.157, 3.228, 2.455)
H (-1.970, -0.967, -1.551)
H (-1.742, -2.487, 0.232)
H (-0.297, -4.302, -0.837)
H (0.353, -3.683, 0.727)
H (2.358, -3.678, -0.305)
H (1.677, -3.482, -1.989)
H (2.683, -1.410, -0.080)
H (2.438, 0.152, -1.852)
H (1.508, -1.374, -3.897)
H (0.663, 0.113, -3.377)
H (-1.086, -1.360, -3.616)
H (-0.171, -2.768, -2.990)
H (0.116, 3.646, 2.371)
H (1.898, 4.028, 2.642)
H (1.165, 2.482, 3.264)
Cl (-2.681, 1.653, 3.398)

These are the Mulliken partial charges, in e, on atoms 1 to 8: atom 1 (P): 1.050, atom 2 (P): 1.028, atom 3 (C): 0.842, atom 4 (C): -0.971, atom 5 (H): -0.889, atom 6 (H): 0.196, atom 7 (H): 0.599, atom 8 (H): 0.564